A cluster of 2 separate species, C10H8Cl2N2O in total in a non-equilibrium geometry. Source: the Open Molecules 2025 dataset; level of theory: ωB97M-V/def2-TZVPD.

Each line ends with the Löwdin charge.
Atoms and positions in Å:
Cl -3.27536 -2.97718 -1.17384  0.849
Cl -4.20554 1.29775 -0.14766  0.690
O -2.37067 -0.14285 -1.80650  -0.087
N -2.23097 1.72048 1.39617  -0.035
N -1.81897 -1.91024 0.85234  0.171
C -1.52481 1.15161 2.25703  -0.013
C -2.41836 -2.25758 -0.05663  -0.856
C 2.50169 -0.13577 -0.13687  -0.052
C -0.22778 0.24524 -0.59061  -0.195
C 1.91497 1.08616 0.11676  -0.070
C 0.50936 1.30986 -0.10101  -0.032
C 0.36670 -0.96130 -0.88469  -0.065
C -1.69951 0.42990 -0.72796  -0.313
C -2.46874 1.08346 0.21192  -0.635
C 1.66736 -1.18840 -0.64988  -0.042
H -0.24974 -1.71458 -1.34467  0.105
H 0.18085 2.33001 -0.26168  0.125
H 3.45606 -0.28320 0.26522  0.081
H -1.33330 1.59478 3.23384  0.086
H 1.99637 -2.11214 -0.70060  0.057
H 2.45819 1.95329 0.57395  0.115
H -1.07250 0.25484 2.02225  0.038
H -3.39619 0.11867 -1.70227  0.079

Cartesian forces (eV/Å) of the 2 atoms listed first:
Cl -1.1 -0.8 -1.5
Cl 0.3 -0.3 -0.2

The HOMO-LUMO gap is 8.246 eV. The HOMO energy is -8.0209 eV. As for the spin multiplicity: 1. The charge is 0. For the total energy, the calculation gives -1490.872918 Eh. Its structure (SMILES) is C=N/C(Cl)=C(/O)c1ccccc1.N#CCl. For the energy above the lowest of the compared OMol25 structures with the same formula, charge and spin, the calculation gives 60.0 kcal/mol.

***

An isolated molecule of C10H8Cl2O in a non-equilibrium geometry. Source: the Open Molecules 2025 dataset; level of theory: ωB97M-V/def2-TZVPD.

Each line ends with the Löwdin charge.
Atoms and positions in Å:
Cl 0.24638 -0.95743 3.25557  0.707
Cl -2.29830 -0.33041 2.04239  0.682
O -1.29498 -3.14516 1.55931  -0.009
C 0.03683 0.30098 0.80917  -0.255
C 1.27819 2.32142 0.67527  -0.048
C -0.53690 -2.18101 0.99684  -0.471
C -0.94517 -1.99790 -0.44191  -0.055
C 1.22461 2.28509 -0.72439  -0.077
C 0.38730 1.34316 -1.32436  -0.026
C -0.10366 0.26514 -0.58013  -0.195
C -0.67657 -0.93629 -1.17823  -0.047
C -0.58355 -0.78194 1.70840  -1.013
C 0.65508 1.32887 1.47432  -0.059
H -1.39247 -2.77892 -0.89673  0.080
H -2.01485 -2.86336 2.08487  0.054
H 1.65882 2.95264 -1.33697  0.061
H 0.66871 1.14239 2.51577  0.041
H -0.92200 -0.92553 -2.34430  0.159
H 0.56927 -2.53585 0.78528  0.201
H 0.27892 1.35977 -2.49025  0.147
H 1.82156 3.22514 1.10171  0.123

Cartesian forces (eV/Å) of the 2 atoms listed first:
Cl 0.1 -0.2 0.5
Cl 0.1 -0.1 -0.1

The HOMO-LUMO gap is 9.064 eV. The HOMO energy is -8.6829 eV. As for the spin multiplicity: 1. The charge is 0. For the total energy, the calculation gives -1381.431018 Eh. Its structure (SMILES) is O[C@H]1C=Cc2ccccc2C1(Cl)Cl. For the energy above the lowest of the compared OMol25 structures with the same formula, charge and spin, the calculation gives 0.0 kcal/mol.

***

An isolated molecule of C10H8Cl3N in a non-equilibrium geometry. Source: the Open Molecules 2025 dataset; level of theory: ωB97M-V/def2-TZVPD.

Each line ends with the Löwdin charge.
Atoms and positions in Å:
Cl 1.92223 3.11765 0.20052  0.817
Cl 3.16404 -1.42760 -1.42075  0.613
Cl 3.21753 -1.27782 1.53200  0.622
N 2.74123 0.78343 -0.03380  -0.071
C -1.97447 0.43213 0.06930  -0.063
C -1.02529 2.78427 0.18666  -0.088
C 2.65248 -0.57915 0.02889  -1.163
C -1.85058 -0.91179 -0.18884  -0.012
C 0.47590 -0.67068 -0.00735  0.005
C 1.67408 1.45190 0.19751  -0.654
C -0.54372 -1.51155 -0.20643  -0.256
C -0.88004 1.26922 0.18602  -0.221
C -0.30519 -3.03187 -0.26287  -0.033
C 0.40012 0.69119 0.12937  -0.178
H -2.83688 -1.49557 -0.18275  0.141
H 0.68827 -3.25112 -0.17593  0.014
H -2.06294 2.97817 -0.06805  0.065
H -2.88084 1.01507 0.02820  0.107
H -0.74128 -3.59226 -1.14954  0.100
H -0.28614 3.23076 -0.65525  0.084
H -0.79578 -3.36098 0.74668  0.118
H -0.75270 3.35656 1.04641  0.051

Cartesian forces (eV/Å) of the 2 atoms listed first:
Cl 0.0 0.9 0.4
Cl 0.3 0.2 0.3

The HOMO-LUMO gap is 8.403 eV. The HOMO energy is -8.8398 eV. As for the spin multiplicity: 1. The charge is 0. For the total energy, the calculation gives -1821.076074 Eh. For the energy above the lowest of the compared OMol25 structures with the same formula, charge and spin, the calculation gives 31.4 kcal/mol.

***

An isolated molecule of C10H8ClNO in a non-equilibrium geometry. Source: the Open Molecules 2025 dataset; level of theory: ωB97M-V/def2-TZVPD.

Each line ends with the Löwdin charge.
Atoms and positions in Å:
Cl 0.96733 1.03373 2.89220  0.757
O 1.41600 2.44803 -0.81342  0.143
N 0.28531 -1.52638 3.44713  0.046
C -1.12197 0.44395 -4.00445  -0.104
C -0.93898 0.23933 -1.23198  -0.162
C -0.28787 0.58314 0.10502  -0.136
C -1.50230 -0.75214 -1.95686  -0.042
C -0.02229 -0.52974 1.15457  -0.113
C 0.55253 1.65214 -0.87072  -0.285
C 0.27421 -0.44721 2.54815  -0.805
C -0.35773 1.33060 -3.35221  -0.029
C -0.29996 1.23155 -1.97583  -0.131
C -1.55568 -0.70477 -3.36189  -0.065
H -1.75325 -1.67383 -3.80440  0.106
H 0.04580 2.27753 -3.73185  0.134
H -0.35490 -2.27814 3.52673  0.079
H 0.77290 -1.26431 4.32904  0.094
H -1.17329 0.48067 -5.14142  0.132
H -1.57053 -1.77547 -1.42792  0.135
H -0.65264 -1.36742 0.83645  0.082
H -1.02827 1.31442 0.64920  0.164

Cartesian forces (eV/Å) of the 2 atoms listed first:
Cl 0.8 1.1 1.6
O 1.2 0.6 0.8

The HOMO-LUMO gap is 8.171 eV. The HOMO energy is -7.9437 eV. As for the spin multiplicity: 1. The charge is 0. For the total energy, the calculation gives -975.916324 Eh. Its structure (SMILES) is N/C(Cl)=C/[C@H]1C(=O)c2ccccc21. For the energy above the lowest of the compared OMol25 structures with the same formula, charge and spin, the calculation gives 68.0 kcal/mol.

***

A cluster of 2 separate species, C10H8F3O2 in total in a non-equilibrium geometry. Source: the Open Molecules 2025 dataset; level of theory: ωB97M-V/def2-TZVPD.

Each line ends with the Löwdin charge.
Atoms and positions in Å:
F -2.93164 1.27293 -5.14854  0.156
F -0.91673 1.28671 -5.76834  0.093
F -1.98477 -0.65613 -5.57110  0.110
O 0.71118 -0.73028 1.22816  0.136
O 1.99517 1.42584 2.25513  0.335
C 0.41334 -0.38725 -2.05967  0.029
C -1.79494 0.49594 -1.10216  -0.074
C 1.77673 0.36321 2.65338  -0.087
C -2.14014 0.65552 -2.51999  -0.018
C -0.08568 -0.13601 -3.28346  -0.008
C -1.35921 0.35724 -3.52568  -0.156
C 1.93644 -0.66403 3.58413  0.059
C 0.14958 -0.33625 0.26699  -0.076
C -0.46865 -0.23288 -0.84123  -0.112
C -1.81167 0.57645 -4.95106  -0.479
H 2.51221 -0.45357 4.45344  0.133
H -1.78851 1.54539 -0.70026  0.157
H 0.91962 -0.95671 3.79580  0.135
H -2.68749 -0.09184 -0.71061  0.159
H -3.18064 0.82658 -2.73600  0.139
H 0.50579 -0.12086 -4.21768  0.152
H 1.36073 -0.72432 -1.90022  0.088
H 2.35204 -1.51468 3.09756  0.128

Cartesian forces (eV/Å) of the 2 atoms listed first:
F -0.2 -0.5 1.1
F -0.2 -1.3 1.7

The HOMO-LUMO gap is 6.837 eV. The HOMO energy is -11.7928 eV. As for the spin multiplicity: 1. The charge is +1. For the total energy, the calculation gives -835.552677 Eh.

***

An isolated molecule of C10H8N2 in a non-equilibrium geometry. Source: the Open Molecules 2025 dataset; level of theory: ωB97M-V/def2-TZVPD.

Each line ends with the Löwdin charge.
Atoms and positions in Å:
N -1.32305 -1.37133 -0.40672  0.126
N 1.34118 -1.34107 0.31945  0.108
C -0.73651 -0.16971 -0.03642  -0.213
C 3.46343 -0.24717 -0.00766  -0.076
C -2.71132 -1.42536 -0.33661  -0.056
C -3.52317 -0.25048 -0.07481  -0.007
C 0.69719 -0.26746 -0.04629  -0.222
C -1.49535 0.99977 0.33345  -0.075
C 2.66057 -1.34134 0.35031  -0.145
C 1.44226 1.00884 -0.39871  0.048
C -2.82853 0.99230 0.30251  -0.095
C 2.84599 0.96037 -0.35556  -0.072
H -3.09825 -2.27552 -0.48552  0.022
H 4.62728 -0.23855 -0.01515  0.132
H -3.52904 1.98790 0.66230  0.174
H 3.07939 -2.24993 0.77368  0.102
H -0.95216 2.01483 0.48192  0.136
H 3.57614 1.68808 -0.59781  0.087
H 0.94248 1.82040 -0.46314  0.011
H -4.47852 -0.29459 0.00078  0.014

Cartesian forces (eV/Å) of the 2 atoms listed first:
N -1.8 2.1 1.4
N -0.8 -0.6 0.1

The HOMO-LUMO gap is 8.786 eV. The HOMO energy is -8.6969 eV. As for the spin multiplicity: 1. The charge is 0. For the total energy, the calculation gives -495.264064 Eh. Its structure (SMILES) is c1ccc(-c2ccccn2)nc1. For the energy above the lowest of the compared OMol25 structures with the same formula, charge and spin, the calculation gives 66.0 kcal/mol.

***

An isolated molecule of C10H8N2 in a non-equilibrium geometry. Source: the Open Molecules 2025 dataset; level of theory: ωB97M-V/def2-TZVPD.

Each line ends with the Löwdin charge.
Atoms and positions in Å:
N 1.71551 -0.28238 -2.45082  0.043
N -2.54453 1.60076 1.08921  0.061
C -0.16297 0.28868 1.81753  -0.003
C 2.10080 -1.52257 -2.33936  -0.228
C -1.71712 0.94842 0.18395  -0.059
C 1.77485 -2.33468 -1.30483  -0.068
C -2.05279 1.76557 2.25961  -0.244
C -0.83315 1.27862 2.68716  -0.048
C 0.27024 -0.47804 -0.60031  -0.197
C 0.83915 0.29569 -1.63077  -0.076
C -0.51453 0.19737 0.46185  -0.195
C 0.97226 -1.63300 -0.34695  -0.048
H -2.11328 0.71382 -0.88866  0.139
H 0.25494 1.20091 -1.97701  0.138
H -2.51852 2.39234 3.03769  0.111
H 2.28395 -3.41446 -1.10816  0.157
H 0.79710 -2.22769 0.60791  0.132
H 0.83161 -0.21491 2.11203  0.131
H 2.89849 -1.89747 -3.16876  0.148
H -0.69160 1.38246 3.78885  0.107

Cartesian forces (eV/Å) of the 2 atoms listed first:
N -0.6 2.3 -1.0
N 0.8 -1.2 -4.4

The HOMO-LUMO gap is 9.837 eV. The HOMO energy is -9.3924 eV. As for the spin multiplicity: 1. The charge is 0. For the total energy, the calculation gives -495.283347 Eh. Its structure (SMILES) is c1cncc(-c2cccnc2)c1. For the energy above the lowest of the compared OMol25 structures with the same formula, charge and spin, the calculation gives 53.9 kcal/mol.

***

An isolated molecule of C10H8N2O in a non-equilibrium geometry. Source: the Open Molecules 2025 dataset; level of theory: ωB97M-V/def2-TZVPD.

Each line ends with the Löwdin charge.
Atoms and positions in Å:
O -0.52074 -2.53478 -2.32981  -0.014
N 1.79102 0.64419 1.45692  0.091
N 0.73196 -0.02812 0.99120  -0.121
C -0.34404 1.76823 -0.23564  -0.014
C -1.54729 1.36631 -2.30931  -0.043
C -1.22669 0.01210 -2.19185  -0.013
C 1.23994 -1.11242 2.83703  -0.061
C 0.38859 -1.11113 1.77291  -0.087
C 2.10103 -0.01311 2.57142  -0.149
C -0.39844 -0.49276 -1.14376  -0.129
C -0.16246 -1.95337 -1.27252  -0.162
C -1.03380 2.25140 -1.31891  -0.063
C -0.02831 0.40383 -0.13400  -0.137
H 0.31250 -2.59509 -0.30997  0.163
H 1.31865 -1.87330 3.54988  0.078
H -1.53555 -0.83131 -2.82826  0.114
H -0.46139 -1.77956 1.61587  0.127
H -0.05552 2.52170 0.50379  0.121
H 2.94618 0.35488 3.17135  0.106
H -1.24932 3.27357 -1.34529  0.087
H -2.26633 1.72876 -3.05104  0.107

Cartesian forces (eV/Å) of the 2 atoms listed first:
O 1.5 1.1 3.6
N -0.3 -0.5 0.9

The HOMO-LUMO gap is 8.748 eV. The HOMO energy is -9.1897 eV. As for the spin multiplicity: 1. The charge is 0. For the total energy, the calculation gives -570.558653 Eh. Its structure (SMILES) is O=Cc1ccccc1-n1cccn1. For the energy above the lowest of the compared OMol25 structures with the same formula, charge and spin, the calculation gives 31.4 kcal/mol.

***

Question: What is the total energy in the fifth record?
Answer: -835.552677 Eh

***

Question: What is the formula in the eighth record?
Answer: C10H8N2O